[1]
Here is a cluster of 2 separate species, CO3S3 in total in a non-equilibrium geometry from OMol25. Energies are from ωB97M-V with the def2-TZVPD basis set.

Last columns: bonded neighbours and bond lengths (Å).
Positions of all 7 atoms, in Å:
1 C -1.445 -0.014 -0.411  O4 1.166, S5 1.680, S6 1.873
2 O 1.497 1.036 -0.911  S7 1.443
3 O 1.964 0.143 1.401  S7 1.445
4 O -1.479 0.649 -1.369  C1 1.166
5 S -1.936 -0.228 1.181  C1 1.680, S6 2.154
6 S -0.664 -1.623 0.145  C1 1.873, S5 2.154
7 S 2.063 0.038 -0.036  O2 1.443, O3 1.445

Summary:
Molecular weight   156.21 g mol⁻¹

[2]
Here is the ion CO4P with charge -1 in a non-equilibrium geometry from OMol25. Energies are from ωB97M-V with the def2-TZVPD basis set.

Last columns: bonded neighbours and bond lengths (Å).
Positions of all 6 atoms, in Å:
1 O 1.816 -0.824 -0.614  P2 1.469
2 P 1.779 0.492 0.040  O1 1.469, O3 1.544
3 O 0.315 0.885 0.333  P2 1.544, C4 1.719
4 C -1.089 -0.074 0.081  O3 1.719, O5 1.181, O6 1.187
5 O -0.939 -1.137 0.574  C4 1.181
6 O -1.882 0.658 -0.414  C4 1.187

Summary:
Charge   -1
Molecular weight   106.98 g mol⁻¹

no.,frontier orbital gap (eV)
1,8.26
2,9.63